1.
26
Properties=species:S:1:pos:R:3:forces:R:3 method="wB97M-V/def2-TZVPD" smiles="O=C1C=C(P(O)(O)=S)C(=O)C=C1c1cccnc1" lumo_ev=-2.052 gap_ev=7.14 e_homo_ev=-9.187 largest_force_ev_per_a=5.1
S -5.266549 0.212237 -1.361444 0.56 -0.48 0.90
P -4.146943 -0.427545 0.111494 -2.07 -0.02 -0.32
O -4.569790 -2.054048 0.516057 0.81 2.62 -0.30
O 0.667043 -2.554308 0.118734 -1.65 3.83 -0.48
O -2.263179 1.015523 -2.396785 2.27 -1.76 3.77
O -4.440226 0.553704 1.500131 0.51 -2.10 -1.95
N 4.467185 1.494674 -0.986806 -2.72 -2.36 3.59
C -1.523463 -1.456127 0.328631 -1.07 3.06 -2.15
C -2.324158 -0.474130 -0.347163 2.10 -1.92 2.20
C 4.280310 0.454926 1.467538 -3.07 0.23 -3.38
C 3.121775 1.072868 -1.189462 -0.56 -0.70 1.57
C 2.199647 0.328174 -0.196900 2.81 -0.22 1.95
C 0.044232 -1.478001 -0.016488 0.42 -1.97 0.76
C -1.647959 0.539052 -1.413072 -0.84 1.18 -1.75
C 0.690991 -0.086684 -0.466390 -0.50 2.81 -1.47
C 2.810550 -0.007693 1.207596 2.20 2.03 -3.21
C -0.117938 0.896824 -1.132602 0.38 -2.93 1.69
C 4.990441 1.181561 0.302112 -1.49 -0.88 0.95
H 4.726226 0.247172 2.491706 -0.38 0.46 -1.75
H -2.030101 -2.163040 1.066390 1.20 0.82 -1.18
H 6.073558 1.518887 0.506171 -1.94 -0.56 -0.55
H 2.163219 -0.561969 1.958802 1.17 0.83 -0.98
H -5.419382 0.702704 1.477708 0.98 -0.06 -0.12
H -5.450051 -2.201155 0.102558 0.69 0.25 0.18
H 2.653646 1.337425 -2.209763 1.01 -0.50 1.72
H 0.310917 1.908971 -1.438752 -0.85 -1.66 0.30

2.
11
Properties=species:S:1:pos:R:3:forces:R:3 method="wB97M-V/def2-TZVPD" lumo_ev="3.847 / 3.675" multiplicity=4 de_lowest_kj_mol=161.6 gap_ev="5.52 / 9.05" e_homo_ev="-1.678 / -5.379" largest_force_ev_per_a=1.3 charge=-1
Ni 2.338760 0.949385 0.583413 0.01 -0.85 -0.98
O -2.887650 0.939069 0.505404 0.39 -0.16 -0.39
O -0.681345 1.281135 0.260212 0.66 0.02 -0.21
O -1.493507 -0.745163 0.015179 0.06 -0.78 -0.26
C 0.493960 0.460564 -0.224935 -0.18 0.44 0.10
C -0.049810 -0.920024 0.067249 -0.01 -0.03 -0.06
C -1.771403 0.540237 0.251047 -0.60 0.47 0.79
H 0.240652 -1.671573 -0.675248 -0.06 0.21 0.18
H 0.478892 0.622050 -1.318914 0.10 -0.06 0.30
H 0.176322 -1.297393 1.076523 0.03 0.13 -0.20
H 3.155129 -0.158290 -0.539930 -0.39 0.61 0.71

3.
60
Properties=species:S:1:pos:R:3:forces:R:3 method="wB97M-V/def2-TZVPD" lumo_ev=0.039 de_lowest_kj_mol=1203.5 gap_ev=8.78 e_homo_ev=-8.739 largest_force_ev_per_a=12.5
Cl 0.840409 0.613915 -2.181944 2.23 2.93 -11.94
Cl 1.324289 1.573355 -6.459474 -0.03 -0.11 0.49
Cl 2.597490 2.806045 3.527726 0.61 0.63 -0.18
Cl 2.372450 0.501705 5.959506 2.08 -0.81 0.69
Cl -1.540411 -3.339115 3.776536 0.19 0.01 1.22
Cl 0.115659 -5.377155 1.398826 -0.42 0.49 -0.12
N 0.428690 1.823035 1.800136 1.49 -9.24 -7.23
N -3.498490 3.858155 -0.349034 -2.83 -1.26 -0.24
N -2.545530 -0.756675 -1.200494 -1.82 1.23 2.34
C -2.475790 4.325325 -0.298404 2.67 0.99 0.30
C 0.669140 1.217985 -4.813734 1.41 -0.62 0.50
C -1.136301 4.893125 -0.178134 -0.49 0.54 -0.30
C 1.079339 1.344875 5.219676 -0.83 0.32 -1.05
C -0.883481 -3.338545 -2.934034 0.98 -0.17 1.73
C -1.971310 -1.208405 -2.055404 2.13 -2.11 -2.58
C -0.818451 -3.810215 1.251396 0.44 -1.13 0.67
C 1.759850 0.775945 -3.770644 -0.72 0.70 -1.11
C 1.870620 -1.554055 0.877796 0.40 0.50 2.05
C 0.267309 -3.404765 -1.836464 0.01 -2.00 -1.27
C -1.244401 -1.886955 -3.157804 -0.78 1.01 -0.35
C -2.018270 -3.761935 2.170786 -0.20 0.18 -1.54
C 0.513389 -1.410455 0.269416 -0.25 1.38 0.26
C 0.253429 0.034665 -0.156154 -1.89 0.13 4.08
C -0.105711 3.913955 0.336196 -0.74 0.42 1.63
C -0.363010 3.686435 1.892966 -1.96 4.40 -1.15
C 1.251259 1.723775 3.734836 -0.11 -1.23 3.26
C 0.359859 1.078175 0.909686 -0.57 -1.17 -0.25
H 2.358439 -0.133345 -3.825414 -0.79 -0.43 -0.69
H -1.732900 -3.891715 -2.533304 -0.09 0.01 -0.03
H -0.867030 5.291375 -1.156394 0.03 0.13 -0.02
H 0.297239 0.598275 5.357536 -0.70 0.74 -0.36
H -0.047631 -3.111145 -0.835114 -0.80 -1.47 -1.83
H 2.684929 -1.013015 0.395846 -0.05 -0.33 -0.42
H -1.099270 -3.704215 0.203536 -0.27 -0.25 0.46
H -1.929500 -1.721185 -3.989234 0.05 -0.39 -0.36
H -0.464140 4.593555 2.488786 0.30 0.72 -0.44
H -0.342780 -1.328075 -3.408494 -0.10 0.06 0.18
H 1.354229 0.937615 2.986886 0.79 -0.64 1.75
H 0.294429 2.149645 -4.389814 -0.31 -0.13 -0.37
H -0.103300 -3.038205 1.535396 -0.37 -0.90 0.06
H 0.417770 -2.158325 -0.517764 0.38 2.94 0.94
H -2.635651 -2.946765 1.793386 -0.19 0.01 0.07
H -0.232100 2.974855 -0.202514 0.23 0.20 -0.01
H -0.651891 -3.802625 -3.892724 0.41 0.06 0.15
H -2.608470 -4.677345 2.128526 0.16 0.02 0.23
H 0.861010 4.360935 0.104326 0.23 -0.28 0.30
H -0.261360 -1.625215 1.005446 0.18 0.46 -0.22
H 1.220640 -2.914215 -2.032984 -0.37 0.89 -0.57
H 0.347320 2.953265 2.275056 -0.44 4.18 0.51
H 2.549180 1.527495 -3.755494 -0.41 0.48 0.54
H 1.777929 -1.071675 1.850836 0.35 0.35 0.28
H 0.950340 0.327195 -0.941554 1.59 -1.56 7.62
H -1.347780 3.233195 2.006586 -0.14 -0.26 -0.12
H 0.928480 2.267935 5.779416 -0.34 -0.17 0.03
H -0.108541 0.467015 -4.952854 0.03 0.22 0.15
H 0.703869 -4.385715 -1.648694 -0.69 -0.72 -0.37
H -0.682970 0.158295 -0.700174 -0.24 -0.06 1.04
H -1.226740 5.713665 0.533636 0.11 0.24 -0.20
H 0.328200 2.198275 3.401816 0.40 0.12 2.47
H 2.166030 -2.551995 1.201756 0.03 -0.29 -0.68

4.
68
Properties=species:S:1:pos:R:3:forces:R:3 method="wB97M-V/def2-TZVPD" lumo_ev=-10.200 gap_ev=6.86 e_homo_ev=-17.062 largest_force_ev_per_a=2.9 charge=+3
Se -1.285622 -2.618207 1.971398 1.30 -0.69 0.87
S 0.874956 0.721864 2.486998 -0.48 -0.86 0.09
P -2.961462 0.613028 1.329710 -1.47 0.81 0.59
P -1.401333 -1.647317 -1.416577 -0.31 -1.21 -0.93
P 0.349714 1.270200 -1.166446 0.34 1.12 -0.32
Al -0.791338 -0.434681 0.721536 0.16 1.53 -2.47
C -2.629710 -2.992509 -1.191743 -0.08 0.07 0.27
C 3.738905 -1.846082 -0.875762 0.16 -0.51 0.17
C 1.600730 2.453302 -0.535583 0.07 -0.16 0.52
C -0.214202 -4.291395 2.570092 0.51 -0.88 0.23
C 0.912217 2.494331 2.766382 -0.18 0.71 0.14
C -0.392428 -6.449052 3.696839 0.53 0.45 -0.46
C 1.136720 -4.545566 2.316148 -0.15 0.60 -0.37
C 0.965158 -6.705106 3.437280 -0.83 0.34 0.11
C -2.808592 2.306498 1.997669 0.83 0.28 0.17
C -2.148416 -0.767828 -2.849873 -0.13 0.45 0.16
C -0.901469 2.454731 -1.799403 -0.33 -0.21 0.18
C -0.972982 -5.243691 3.256638 -0.85 0.37 0.12
C 1.199641 0.823338 -2.734334 -0.03 -0.64 0.10
C -3.955912 -0.276837 2.585084 0.59 -0.64 0.17
C 2.633040 0.313607 2.461686 0.47 -0.09 -0.18
C 1.712432 -5.747626 2.752562 -0.17 0.06 0.05
C -4.151935 0.865982 -0.037101 0.37 -0.36 -0.86
C -0.038196 -2.571226 -2.248745 0.38 0.31 0.51
C 3.364997 -2.792866 -0.003189 -0.55 0.47 -0.52
H -0.446219 -3.351223 -2.902452 -0.08 0.24 0.18
H -0.998180 -7.179628 4.233630 0.09 0.30 -0.18
H 2.428864 1.912603 -0.061907 -0.12 0.15 -0.17
H -3.688101 1.452625 -0.843255 -0.11 -0.02 0.27
H -4.439216 -0.096125 -0.483333 -0.01 0.17 0.21
H 1.731527 -3.812848 1.774077 -0.04 -0.27 0.15
H 2.844089 -3.702871 -0.329930 0.54 0.24 0.07
H -1.427093 -0.151987 -3.399232 -0.17 -0.21 0.22
H -2.184437 2.302334 2.901260 -0.26 -0.06 -0.07
H -3.314693 -0.542290 3.434313 -0.16 0.19 -0.03
H 3.051352 0.743988 3.378992 -0.07 -0.13 -0.20
H 2.798245 -0.770976 2.469121 -0.30 0.29 0.06
H -2.541680 -1.525169 -3.541929 0.15 0.12 0.22
H -5.069199 1.387973 0.283293 0.48 -0.21 0.23
H 3.500687 -2.674635 1.071451 0.09 0.02 -0.20
H -2.035495 -5.060058 3.461518 0.44 -0.14 0.01
H 1.407509 -7.642280 3.780982 -0.04 0.37 -0.17
H 0.052858 2.978876 2.292243 0.20 -0.15 0.06
H 0.610389 -3.037393 -1.496114 -0.11 0.03 -0.21
H -1.425918 2.927713 -0.962515 0.07 0.03 -0.15
H 1.837035 2.941760 2.392587 -0.16 -0.22 -0.05
H 2.096872 0.238746 -2.511924 -0.07 0.05 -0.05
H -0.407779 3.232477 -2.393847 -0.04 -0.17 0.13
H 1.158372 3.123201 0.208823 0.07 -0.10 -0.21
H 2.007475 3.059830 -1.355570 -0.21 -0.21 0.14
H 2.763546 -5.952385 2.560152 -0.19 0.23 -0.06
H -3.777108 2.770562 2.244829 0.21 -0.45 -0.18
H -2.311820 -3.713903 -0.427126 -0.04 0.17 -0.37
H -0.176591 -1.487624 2.037325 -0.28 -1.27 1.06
H -1.641273 1.950645 -2.429231 0.12 0.12 0.08
H 0.567845 0.242132 -3.408313 0.12 0.10 0.07
H -2.291146 2.956443 1.277135 -0.23 -0.17 0.06
H 1.499042 1.742044 -3.251316 -0.14 -0.08 0.21
H 3.705235 -2.026479 -1.962981 -0.17 0.20 0.62
H 4.227165 -0.926768 -0.535289 -0.08 -0.35 -0.17
H -4.326634 -1.229996 2.187456 0.01 0.26 -0.09
H 3.123020 0.741332 1.581512 -0.11 -0.06 0.24
H -2.981117 -0.125375 -2.537644 0.15 -0.19 -0.10
H -3.611412 -2.594097 -0.903760 0.19 -0.08 -0.09
H -2.721378 -3.501524 -2.161277 -0.04 0.10 0.31
H 0.849653 2.657978 3.845934 0.02 -0.08 -0.15
H 0.572662 -1.888094 -2.850593 -0.12 -0.19 0.19
H -4.807031 0.312308 2.946477 0.26 0.10 -0.28

5.
39
Properties=species:S:1:pos:R:3:forces:R:3 method="wB97M-V/def2-TZVPD" lumo_ev=2.792 de_lowest_kj_mol=292.2 gap_ev=8.81 e_homo_ev=-6.017 largest_force_ev_per_a=4.1 charge=-1
O 2.659198 2.532885 0.906763 1.18 -0.07 -2.70
O -1.365643 2.091729 -1.374540 -2.57 -0.97 1.43
O -1.793225 -0.856455 -0.085321 -0.13 0.33 0.12
O 2.326820 0.157328 -1.675353 -0.14 -0.99 -0.06
O 0.366603 1.411144 -3.224086 2.49 -0.31 -0.41
O 2.641945 -3.068057 -1.476359 -2.62 -2.49 1.92
O -3.207088 1.472965 1.425518 -0.67 0.90 1.99
O -0.520260 -1.455543 3.890232 1.82 -0.93 0.55
O -2.497871 -1.933483 2.107435 1.30 2.67 -0.49
O -0.907846 -0.743848 -4.164334 0.92 1.14 1.04
N 0.261391 -1.384090 -0.934256 0.08 2.50 2.48
C 1.776117 1.951333 1.823737 0.25 -2.72 -1.84
C 1.412188 0.423717 1.386675 -1.42 -0.23 1.50
C -0.534904 -0.646685 -0.114289 0.96 -1.56 -0.92
C -0.039394 0.499083 0.827586 0.74 -0.52 -1.53
H -1.291858 -0.951173 3.779616 -1.64 1.13 -0.16
H -2.083701 -1.635190 1.205165 -0.95 -0.07 0.94
H -3.152627 0.522257 1.370333 0.26 -0.86 -0.42
H 1.626380 -3.144781 -1.380123 2.38 0.00 0.52
H -0.185367 1.649184 -2.481683 -0.18 0.45 0.43
H -3.446394 1.610344 2.387749 0.42 -0.07 -1.72
H 1.554758 -0.481952 -1.334519 0.73 0.49 -0.66
H -0.760568 0.525227 1.646252 -0.01 0.33 -0.28
H -0.125284 1.409555 0.156170 0.10 -0.83 1.27
H 2.300989 1.914916 2.719180 0.94 -0.18 1.95
H 2.596067 -2.435968 -2.131408 0.49 2.30 -2.40
H -0.266197 -2.166765 -1.258237 -0.77 -0.27 -0.58
H 2.907867 -0.445579 -2.178636 -0.32 0.63 0.46
H 2.022162 -0.055202 0.588691 0.21 1.00 0.78
H -1.120425 -1.169591 -3.334975 -0.49 -0.76 0.19
H -2.773610 -2.797151 1.990669 -0.97 -2.66 -0.38
H -2.142058 2.578552 -1.013853 0.94 0.27 -0.53
H -0.682055 -2.133835 3.229406 0.02 -0.11 -0.13
H -1.690559 1.203289 -1.035262 0.80 0.73 -0.68
H 2.818093 2.000281 0.054365 -0.83 0.82 2.12
H 1.436059 -0.339522 2.303754 -0.07 1.84 -1.79
H 1.305570 1.241265 -2.868218 -2.01 0.05 -0.31
H -0.376788 0.010532 -3.716964 -0.51 -0.59 -1.45
H 0.951513 2.639283 1.983122 -0.71 -0.38 -0.27